81
Properties=species:S:1:pos:R:3 method="wB97M-V/def2-TZVPD" de_lowest_kcal_mol=44.5 energy_ev=-71224.333 total_charge=+1 homo_ev="-10.06 / -9.99" homo_lumo_gap_ev="7.234 / 7.258"
Pd 0.06 1.13 -0.15
O 7.19 0.46 0.55
C 6.66 0.53 -0.76
C 5.17 0.70 -0.68
C 4.41 0.72 -1.84
C 3.04 0.89 -1.75
N 2.42 1.03 -0.58
C 3.14 1.00 0.54
C 4.52 0.84 0.53
C 2.36 1.15 1.80
C 2.96 1.18 3.05
C 2.18 1.31 4.20
C 2.85 1.34 5.55
O 3.96 2.20 5.58
C 0.81 1.40 4.05
C 0.27 1.37 2.78
N 1.02 1.24 1.69
H 8.15 0.39 0.50
H 6.88 -0.39 -1.32
H 7.08 1.37 -1.31
H 4.87 0.60 -2.82
H 2.41 0.90 -2.63
H 5.10 0.82 1.44
H 4.03 1.12 3.15
H 3.24 0.34 5.78
H 2.11 1.58 6.33
H 3.66 3.11 5.57
H 0.15 1.51 4.91
H -0.80 1.43 2.61
N -7.56 2.75 -3.46
C -6.39 2.29 -2.92
C -5.96 2.73 -1.66
C -4.80 2.22 -1.10
C -4.07 1.26 -1.78
C -4.48 0.81 -3.03
C -5.63 1.32 -3.59
S -2.61 0.61 -1.09
O -2.56 1.04 0.31
O -2.55 -0.79 -1.37
N -1.28 1.29 -1.80
C -1.21 2.67 -1.84
N -0.09 3.12 -1.24
C 0.10 4.44 -1.17
C -0.80 5.32 -1.73
C -1.92 4.76 -2.32
N -2.14 3.45 -2.38
H -7.93 3.61 -3.09
H -7.70 2.62 -4.45
H -6.54 3.47 -1.13
H -4.47 2.57 -0.13
H -3.91 0.05 -3.54
H -5.96 0.96 -4.56
H 1.00 4.77 -0.67
H -0.64 6.39 -1.69
H -2.68 5.39 -2.78
C -0.89 -5.20 1.72
N -1.25 -3.96 1.06
N -0.19 -3.21 0.54
C -0.51 -1.87 0.61
O 0.21 -1.02 0.06
C -1.74 -1.79 1.34
C -2.13 -3.06 1.60
C -3.32 -3.54 2.37
C 0.68 -3.78 -0.43
C 0.17 -4.63 -1.40
C 1.04 -5.17 -2.34
C 2.39 -4.85 -2.31
C 2.88 -3.99 -1.34
C 2.02 -3.45 -0.39
H -0.29 -5.81 1.05
H -1.81 -5.74 1.95
H -0.34 -5.02 2.64
H -2.29 -0.88 1.51
H -3.98 -2.69 2.57
H -3.02 -3.98 3.32
H -3.87 -4.28 1.80
H -0.88 -4.85 -1.43
H 0.66 -5.84 -3.10
H 3.06 -5.27 -3.05
H 3.93 -3.73 -1.32
H 2.39 -2.79 0.38


30
Properties=species:S:1:pos:R:3 method="wB97M-V/def2-TZVPD" de_lowest_kcal_mol=0.0 energy_ev=-61123.927 total_charge=+3 homo_ev=-17.53 homo_lumo_gap_ev=7.024
Ca -8.87 2.38 -15.44
Ca -14.36 0.83 -16.22
N -12.15 3.67 -16.26
O -12.95 2.83 -16.81
O -11.11 3.26 -15.62
O -12.23 4.85 -16.45
O -13.02 4.70 -19.54
H -12.10 4.54 -19.79
H -13.25 3.99 -18.94
O -14.49 6.22 -17.81
H -13.83 5.83 -17.22
H -15.21 6.47 -17.22
O -15.41 1.76 -18.04
H -16.13 2.41 -17.96
H -15.24 1.70 -18.99
O -9.58 2.35 -13.26
H -9.38 1.56 -12.72
H -10.39 2.70 -12.89
O -13.07 0.12 -18.11
H -12.99 0.52 -19.00
H -12.52 -0.68 -18.15
O -10.00 1.38 -17.35
H -10.96 1.29 -17.37
H -9.79 1.86 -18.18
O -9.96 6.60 -15.09
H -10.35 7.46 -14.91
H -10.53 6.20 -15.75
O -13.60 1.66 -14.10
H -14.04 1.20 -13.36
H -13.02 2.30 -13.67


41
Properties=species:S:1:pos:R:3 method="wB97M-V/def2-TZVPD" multiplicity=2 de_lowest_kcal_mol=0.0 energy_ev=-92956.761 total_charge=+1 s2=0.754 homo_ev="-14.51 / -14.51" homo_lumo_gap_ev="11.113 / 3.879"
O -0.95 -0.01 -1.00
H -0.05 0.22 -0.77
H -1.43 0.79 -1.20
H -1.40 -0.36 -0.23
As 2.26 -2.04 -2.64
F 1.55 -3.37 -3.53
F 1.11 -0.88 -3.45
F 2.95 -0.63 -1.73
F 3.53 -3.07 -1.85
F 3.38 -1.82 -4.04
F 1.14 -2.29 -1.25
C -1.72 -2.83 0.74
C -1.80 -1.79 1.87
C -0.58 -1.76 2.76
O -2.03 -0.53 1.32
H -1.74 -3.81 1.20
H -0.81 -2.74 0.15
H -2.56 -2.67 0.06
H -2.64 -2.10 2.50
H -0.67 -1.10 3.62
H 0.27 -1.45 2.16
H -0.39 -2.78 3.08
H -2.58 -0.07 1.95
C 0.52 2.21 1.37
C 1.74 1.87 0.53
C 2.83 1.40 1.52
O 1.37 0.76 -0.27
H -0.26 2.66 0.75
H 0.74 3.00 2.08
H 0.08 1.33 1.85
H 2.16 2.67 -0.08
H 2.56 0.49 2.05
H 3.08 2.20 2.22
H 3.74 1.24 0.94
H 2.15 0.33 -0.64
C -2.72 2.76 -2.31
O -2.06 2.32 -1.18
H -2.47 3.81 -2.42
H -2.32 2.31 -3.21
H -3.80 2.60 -2.28
H -2.14 3.09 -0.62